1.
This record from the Open Molecules 2025 dataset describes a 6-piece molecular cluster, C17H34Cl12OS overall in a non-equilibrium geometry. The level of theory is ωB97M-V/def2-TZVPD.

Results
ΔE to the lowest compared entry with this formula, charge and spin = 11.310 eV
LUMO level = -0.4 eV
2S+1 = 1
Frontier orbital gap = 8.132 eV

Last column: Löwdin charge in e.
Atoms and positions in Å:
Cl1 -1.70 -2.58 -1.08  0.6253
Cl2 -3.85 4.97 -2.46  0.5495
Cl3 2.04 2.18 2.55  0.6751
Cl4 -1.11 4.21 -2.87  0.5676
Cl5 -3.06 2.35 -3.72  0.4715
Cl6 4.87 1.41 2.68  0.5337
Cl7 -2.75 2.72 -0.84  0.6701
Cl8 0.84 -3.16 -2.19  0.5570
Cl9 0.79 -1.93 0.29  0.7582
Cl10 3.37 0.92 0.12  0.6033
Cl11 -0.14 -0.52 -2.10  0.7868
Cl12 2.98 -0.64 2.68  0.6742
S1 3.64 0.43 -4.93  0.8468
O1 4.90 1.17 -4.55  -0.5704
C1 -0.87 -2.80 2.44  -0.2877
C2 2.84 1.28 -6.33  -0.2660
C3 0.38 -0.57 2.54  -0.3205
C4 0.40 1.29 0.15  -0.3610
C5 2.38 0.97 -3.71  -0.3587
C6 -3.34 -4.85 2.68  -0.1100
C7 0.26 -2.06 3.14  -0.2317
C8 0.58 2.29 -0.95  -0.2721
C9 -0.96 1.40 0.92  -0.2729
C10 -0.98 2.62 1.90  -0.2502
C11 -0.82 -4.35 2.42  -0.2141
C12 -2.05 -5.10 1.88  -0.2652
C13 3.28 0.95 2.01  -1.7401
C14 -2.73 3.60 -2.42  -1.8718
C15 -2.34 2.73 2.69  -0.1003
C16 -0.07 -2.00 -1.23  -1.9415
C17 1.08 1.66 -2.24  -0.3701
H1 -3.76 -3.86 2.53  0.0657
H2 -2.21 -4.79 0.85  0.0731
H3 3.55 1.17 -7.14  0.0417
H4 -2.83 3.70 2.75  0.0621
H5 -3.03 -5.03 3.71  0.0747
H6 -0.37 2.80 -1.09  -0.0134
H7 -1.86 1.37 0.31  -0.0165
H8 -3.11 2.08 2.28  0.0609
H9 1.22 3.07 -0.53  0.1128
H10 2.50 0.52 -2.72  0.0381
H11 -0.34 0.05 3.08  0.0826
H12 -2.19 2.46 3.73  0.0609
H13 2.19 2.04 -3.66  0.0569
H14 1.40 0.58 -4.00  0.0561
H15 -1.82 -2.59 2.93  0.1077
H16 2.86 2.34 -6.06  0.0494
H17 -4.08 -5.57 2.34  0.0663
H18 -0.07 2.80 2.46  0.0083
H19 -1.01 3.54 1.31  0.0843
H20 -0.46 -4.65 3.40  0.1105
H21 1.27 0.01 2.77  -0.1068
H22 0.08 -1.92 4.21  0.1104
H23 1.84 0.91 -6.54  0.0535
H24 -0.07 -4.62 1.67  0.0958
H25 1.23 -2.53 2.99  0.0596
H26 -1.08 0.42 1.39  0.0622
H27 0.24 1.49 -2.91  0.0400
H28 1.28 1.35 0.79  -0.0663
H29 0.35 0.29 -0.29  -0.0334
H30 -1.82 -6.17 1.85  0.1038
H31 -1.00 -2.49 1.40  -0.0057
H32 0.02 -0.36 1.53  -0.0421
H33 1.44 0.64 -2.14  -0.0464
H34 1.78 2.38 -2.67  0.0785

***

2.
This record from the Open Molecules 2025 dataset describes an isolated molecule of C5H7NO. The level of theory is ωB97M-V/def2-TZVPD.

Results
SMILES = C=C[C@H]1CNC1=O
ΔE to the lowest compared entry with this formula, charge and spin = 1.181 eV
LUMO level = 1.0 eV
2S+1 = 1
Frontier orbital gap = 10.844 eV

Last column: Löwdin charge in e.
Atoms and positions in Å:
O1 -0.33 -2.14 0.81  0.0861
N1 -1.86 -0.50 0.06  0.0880
C1 1.98 -0.36 -0.52  0.0278
C2 -0.06 0.39 0.66  -0.2026
C3 1.34 0.57 0.17  -0.1371
C4 -1.22 0.78 -0.30  -0.1182
C5 -0.70 -1.02 0.59  -0.4717
H1 2.99 -0.22 -0.91  0.0582
H2 -1.81 1.67 -0.08  0.1078
H3 -0.89 0.79 -1.34  0.1186
H4 1.82 1.52 0.39  0.0987
H5 1.52 -1.32 -0.71  0.0593
H6 -0.22 0.83 1.65  0.1467
H7 -2.55 -1.01 -0.47  0.1384